[1]
This record from the Open Molecules 2025 dataset describes C22H16AsCl4IrNO10S as an isolated structure. The level of theory is ωB97M-V/def2-TZVPD.

E_HOMO (alpha / beta) ... -0.32193 / -0.32342 Ha
Kohn-Sham gap (alpha / beta) ... 7.9437 / 5.4192 eV
Lowest unoccupied orbital energy (alpha / beta) ... -0.82 / -3.38 eV
Total charge ... 0
2S+1 ... 6

Geometry as XYZ:
```
56
Properties=species:S:1:pos:R:3:mulliken_spin:R:1
Ir 0.0055 0.0926 -1.2783 2.91
O 0.4874 -1.8651 -2.7674 0.09
As 0.6178 1.2569 -4.0229 0.01
O -0.7842 1.1307 -3.1802 0.13
O 1.6315 0.5803 -2.8766 0.15
C -0.3565 -2.0157 -3.8294 0.04
C 0.1353 -2.1331 -5.1266 0.01
C -0.7381 -2.3318 -6.1838 0.00
C -2.1025 -2.4232 -5.9546 0.01
C -2.5886 -2.2707 -4.6652 0.00
C -1.7205 -2.0561 -3.6070 -0.04
S -2.5520 -1.5806 -2.0744 0.03
O -3.4031 -2.6804 -1.7169 0.02
O -3.1600 -0.3535 -2.4912 0.01
O -1.4964 -1.4139 -0.9888 0.20
H 1.4052 -1.8055 -3.0614 -0.01
H 1.2068 -2.0922 -5.2966 0.00
H -0.3467 -2.4170 -7.1888 0.00
H -2.7883 -2.5802 -6.7755 0.00
H -3.6487 -2.2924 -4.4516 0.00
Cl 1.1396 2.5004 -0.5253 0.08
C 1.8434 2.8840 1.0246 0.03
C 3.1068 3.4437 1.0262 -0.01
C 3.6893 3.8439 2.2149 0.03
C 2.9857 3.7346 3.4006 -0.01
C 1.7239 3.1688 3.3966 0.02
Cl 0.8195 3.1564 4.8716 0.00
C 1.1424 2.6700 2.2210 -0.01
N -0.1036 2.0415 2.2348 0.23
C -0.4089 0.9279 2.9568 0.18
C 0.5056 0.2705 3.7981 0.05
C 0.1810 -0.9411 4.3417 0.05
C -1.0634 -1.5439 4.0704 0.14
C -1.9998 -0.8787 3.3206 -0.07
C -1.7285 0.3960 2.8116 0.17
C -2.7672 1.1685 2.1615 0.04
C -2.7268 0.9778 0.4970 0.08
O -3.8084 0.6809 0.0872 0.10
O -1.6007 1.2998 -0.0146 0.15
H 3.6333 3.5621 0.0894 0.00
H 4.6827 4.2693 2.2139 0.00
H 3.4035 4.0943 4.3298 0.00
H -0.6359 2.1031 1.3593 -0.03
H 1.5006 0.6608 3.9255 0.00
H 0.9179 -1.4574 4.9403 0.00
H -1.2823 -2.5276 4.4631 0.00
H -2.9616 -1.3293 3.1136 0.00
H -2.6594 2.2450 2.2902 0.00
H -3.7616 0.8392 2.4366 0.01
Cl 3.3670 -2.0200 -1.0942 0.00
C 2.5378 -2.4085 0.4242 0.00
Cl 1.1149 -3.4247 0.1963 0.00
C 2.1410 -1.0686 1.1292 -0.02
O 2.7463 -0.8789 2.1707 0.03
O 1.2822 -0.2683 0.6006 0.20
H 3.2395 -2.9409 1.0532 0.00
```

[2]
This record from the Open Molecules 2025 dataset describes C22H16Br2F3N4O2Pd as an isolated structure. The level of theory is ωB97M-V/def2-TZVPD.

E_HOMO ... -0.62471 Ha
Kohn-Sham gap ... 4.3450 eV
Lowest unoccupied orbital energy ... -12.65 eV
Total charge ... +3

Geometry as XYZ:
```
50
Properties=species:S:1:pos:R:3:mulliken_charge:R:1
Pd 0.3664 0.4454 -0.2629 0.83
C -1.9638 0.2772 2.1862 -1.45
C -1.9265 -1.0028 1.4254 0.49
C -2.7387 -2.0860 1.7857 -0.93
C -2.7173 -3.2395 1.0415 -0.67
C -1.8946 -3.3188 -0.0908 0.71
C -1.8317 -4.4654 -0.9868 0.27
Br -2.8016 -5.9579 -0.6173 0.11
C -1.0481 -4.4769 -2.1632 -0.46
C -0.2679 -3.4157 -2.4911 -0.39
Br 0.7232 -3.3948 -4.0241 0.13
C -0.2122 -2.2103 -1.5977 0.94
O 0.4954 -1.2698 -1.8373 -0.30
C -1.1052 -2.2129 -0.3876 0.17
N -1.1126 -1.1082 0.3575 0.50
H -1.8197 0.1037 3.2535 0.46
H -2.9432 0.7487 2.0709 0.39
H -1.2037 0.9687 1.8277 0.25
H -3.3840 -1.9999 2.6500 0.57
H -3.3372 -4.0818 1.3214 0.44
H -1.0801 -5.3397 -2.8164 0.51
N 3.9728 -1.5390 4.4261 -0.36
C 4.2196 -0.3266 3.8861 0.25
O 4.7319 0.6120 4.4397 -0.50
C 3.8088 -0.1365 2.4344 -0.09
C 4.7720 0.2552 1.5101 -0.08
C 4.4067 0.4902 0.1918 -0.94
C 3.0759 0.3581 -0.1488 -0.04
N 2.1479 0.0345 0.7617 -0.34
C 2.4911 -0.2330 2.0286 -0.20
H 4.3200 -1.7285 5.3552 0.26
H 3.5974 -2.3097 3.9038 0.21
H 5.8029 0.3837 1.8169 0.54
H 5.1372 0.7775 -0.5510 0.46
H 2.7422 0.5011 -1.1763 0.56
H 1.6984 -0.4834 2.7213 0.62
F -2.9241 6.0581 -2.2536 -0.21
C -2.7126 5.1257 -3.1797 0.70
F -1.9466 5.6370 -4.1379 -0.22
F -3.8782 4.7601 -3.7002 -0.25
C -2.0091 3.9386 -2.5341 0.38
C -2.6147 2.6926 -2.4814 -0.68
C -1.9512 1.6667 -1.8390 -0.33
N -0.7497 1.8595 -1.2807 -0.20
C -0.1551 3.0555 -1.3390 -0.12
C -0.7605 4.1280 -1.9575 -0.99
H -3.5852 2.5227 -2.9254 0.52
H -2.3892 0.6821 -1.7636 0.55
H 0.8197 3.1650 -0.8718 0.49
H -0.2654 5.0898 -1.9797 0.47
```

[3]
This record from the Open Molecules 2025 dataset describes C22H16BrF6N5O8S2V as an isolated structure. The level of theory is ωB97M-V/def2-TZVPD.

E_HOMO (alpha / beta) ... -0.34158 / -0.34255 Ha
Kohn-Sham gap (alpha / beta) ... 7.4417 / 7.6993 eV
Lowest unoccupied orbital energy (alpha / beta) ... -1.85 / -1.62 eV
Total charge ... 0
2S+1 ... 2

Geometry as XYZ:
```
61
Properties=species:S:1:pos:R:3:mulliken_spin:R:1
V 0.2290 -2.1972 -0.3296 1.12
N -1.3312 -0.7629 -0.1977 -0.03
C -2.6304 -1.4281 -0.3344 0.00
C -2.5321 -2.9750 -0.3975 0.00
O -3.4867 -3.6856 -0.6569 -0.01
N -1.2438 -3.3885 -0.0667 -0.06
C -0.9646 -4.7827 -0.0983 0.00
C 0.5063 -4.8959 0.2238 0.01
O 1.0241 -5.9519 0.4579 0.00
O 1.1873 -3.7423 0.1608 -0.02
H -1.2719 -0.0914 -0.9416 0.01
H -1.3081 -0.1672 0.6186 0.01
H -3.2723 -1.2132 0.4401 0.00
H -3.1013 -1.0576 -1.2319 0.00
H -1.6050 -5.3688 0.5718 0.00
H -1.0843 -5.2317 -1.1569 0.00
Br 2.2146 2.0751 -6.2911 0.00
C 1.6510 0.7889 -5.0117 0.00
C 1.0334 -0.3526 -5.3853 0.00
C 0.7025 -1.3390 -4.4499 -0.01
C 0.8322 -1.0484 -3.0812 0.01
O 0.4962 -1.9217 -2.1011 -0.03
C 1.3860 0.1612 -2.7252 0.02
C 1.6774 0.4135 -1.3614 0.00
N 1.6074 -0.4612 -0.3653 -0.02
C 1.9613 0.0118 0.9325 -0.01
C 2.7410 1.1310 1.0889 0.00
C 2.9600 1.6650 2.3687 0.00
C 2.3332 1.0700 3.4791 0.00
C 1.5320 -0.0890 3.3453 -0.01
C 0.9184 -0.7459 4.4052 0.00
C 0.0604 -1.7522 4.1350 0.00
C -0.0825 -2.2029 2.7578 0.01
N 0.5432 -1.6617 1.7843 -0.01
C 1.3302 -0.5771 2.0264 0.01
C 1.7179 1.1666 -3.6433 0.01
H 0.9900 -0.5816 -6.4850 0.00
H 0.1329 -2.1962 -4.7277 0.00
H 2.0121 1.4612 -1.1376 0.00
H 3.3348 1.4272 0.2093 0.00
H 3.5661 2.5446 2.4696 0.00
H 2.5007 1.4867 4.4728 0.00
H 1.0778 -0.3801 5.4041 0.00
H -0.5165 -2.1616 4.9391 0.00
H -0.7171 -3.0279 2.6308 0.00
H 2.1190 2.0966 -3.3462 0.00
F -3.0671 4.0822 1.3324 0.00
C -2.3838 3.8043 2.4585 0.00
F -3.2461 3.3537 3.3672 0.00
F -1.7414 4.9156 2.8966 0.00
S -1.2206 2.4683 1.9904 0.00
O -1.9409 1.2164 1.9602 0.00
O -0.2171 2.5628 3.0595 0.00
N -0.6668 2.9360 0.6157 0.00
S -1.3400 2.6280 -0.8239 0.00
O -0.6787 1.6004 -1.5786 0.00
O -2.7805 2.6656 -0.9769 0.00
C -0.6262 4.1343 -1.7286 0.00
F 0.5706 4.5708 -1.3207 0.00
F -1.3820 5.2215 -1.6132 0.00
F -0.5100 3.7799 -3.0369 0.00
```

Energy relative to the best compared isomer or geometry (same formula, charge and spin) in kJ/mol, matching the order above: 103.7 128.3 0.0